2 unconnected molecules or ions with the total composition C6H11N4S at a distorted geometry, computed with the ωB97M-V functional and the def2-TZVPD basis.

```
! wB97M-V def2-TZVPD RIJCOSX def2/J DEFGRID3
* xyz 1 1
C -3.446 -0.358 1.186
C -4.317 0.550 0.764
C -2.943 -0.254 -1.116
C -2.588 -0.864 0.090
C 2.457 1.746 -0.707
C 0.588 0.260 -0.073
N 0.950 -1.970 -0.248
N 0.105 -0.899 0.210
N -1.674 -1.797 0.152
N 1.830 0.418 -0.381
S -4.136 1.005 -0.852
H -3.463 -0.653 2.146
H -5.080 0.946 1.414
H -2.237 -0.192 -1.908
H 2.876 1.829 -1.676
H 1.670 2.443 -0.582
H 3.294 1.930 -0.018
H -0.043 1.035 0.420
H 0.810 -2.180 -1.272
H -1.558 -2.006 1.093
H 0.651 -2.774 0.342
H 2.351 -0.383 -0.748
*
```

HOMO-LUMO gap (alpha / beta) in eV: 6.829 / 6.824
Maximum force in eV/Å: 4.18
Relative energy (zero: lowest compared OMol25 entry of this formula, charge and spin) in kcal per mole: 120.1
HOMO level (alpha / beta) in eV: -12.31 / -12.31

In elementary charge units, the Löwdin charges are: C -0.09; C -0.41; C -0.25; C -0.45; C 0.00; C -0.21; N 0.02; N -0.06; N 0.24; N 0.02; S 1.08; H 0.08; H 0.09; H 0.08; H 0.08; H 0.07; H 0.10; H 0.17; H 0.12; H 0.08; H 0.10; H 0.14

A molecular structure, C8H26B2O29 at a distorted geometry, computed with the ωB97M-V functional and the def2-TZVPD basis.

```
! wB97M-V def2-TZVPD RIJCOSX def2/J DEFGRID3
* xyz -2 1
O -2.899 -0.252 1.402
C -1.757 -0.291 0.892
O -1.568 -0.349 -0.366
B -0.131 -0.163 -0.626
O 0.407 0.000 0.789
C -0.537 0.142 1.586
O -0.385 0.561 2.718
O 0.012 0.955 -1.554
C 0.870 0.624 -2.414
O 1.192 1.304 -3.361
C 1.099 -0.751 -2.255
O 0.476 -1.320 -1.253
O 2.069 -1.326 -2.667
O 2.310 2.444 3.530
C 2.290 2.309 2.356
O 3.280 1.834 1.729
B 3.133 2.325 0.271
O 1.893 3.075 0.294
C 1.388 2.900 1.474
O 0.285 3.260 1.801
O 3.108 1.209 -0.600
C 4.091 1.376 -1.312
O 4.431 0.479 -2.119
C 4.850 2.562 -1.014
O 4.211 3.148 -0.125
O 6.089 2.677 -1.198
O -2.141 2.275 4.585
H -1.608 2.944 5.031
H -1.637 1.899 3.910
O 3.232 -4.262 -3.036
H 2.835 -3.416 -2.835
H 3.317 -4.285 -3.892
O -1.938 -1.833 4.510
H -2.597 -1.875 3.855
H -2.535 -1.209 4.878
O -4.253 1.843 2.551
H -3.917 2.025 3.385
H -4.092 1.019 2.416
O -3.351 -2.963 -2.243
H -3.551 -3.885 -2.158
H -2.698 -2.788 -1.622
O 0.607 0.380 5.357
H 0.212 0.369 4.428
H 1.191 1.076 5.349
O -5.192 -1.088 -0.412
H -4.444 -0.638 -0.088
H -4.947 -1.527 -1.243
O 1.509 1.014 -6.986
H 1.730 1.905 -6.816
H 1.017 0.698 -6.214
O 0.072 -2.579 2.959
H 0.877 -1.922 3.142
H -0.549 -2.480 3.660
O 0.164 -4.517 -1.341
H -0.410 -4.514 -0.730
H 0.385 -3.591 -1.353
O -0.773 0.428 -5.542
H -0.340 0.868 -4.766
H -1.228 -0.333 -5.222
O -3.864 -2.850 2.839
H -4.360 -2.515 2.170
H -4.399 -3.121 3.514
O 2.778 3.498 -3.531
H 2.626 4.315 -2.985
H 2.082 2.871 -3.474
*
```

HOMO-LUMO gap in eV: 8.869
Maximum force in eV/Å: 11.34
Relative energy (zero: lowest compared OMol25 entry of this formula, charge and spin) in kcal per mole: 154.3
HOMO level in eV: -5.17

In elementary charge units, the Löwdin charges are: O 0.09; C -0.34; O 0.28; B -0.81; O 0.29; C -0.44; O 0.12; O 0.33; C -0.45; O 0.14; C -0.40; O 0.27; O 0.20; O 0.17; C -0.53; O 0.27; B -0.91; O 0.29; C -0.46; O 0.17; O 0.33; C -0.45; O 0.12; C -0.41; O 0.32; O 0.10; O -0.03; H 0.05; H -0.03; O 0.02; H 0.01; H -0.07; O -0.02; H -0.03; H 0.05; O 0.04; H -0.03; H -0.11; O 0.00; H 0.04; H -0.01; O -0.06; H 0.02; H -0.04; O -0.05; H -0.03; H 0.02; O -0.06; H 0.00; H -0.01; O -0.09; H 0.12; H -0.05; O 0.05; H -0.09; H 0.02; O -0.05; H 0.05; H 0.03; O 0.05; H -0.01; H 0.01; O -0.05; H 0.07; H -0.04

A molecular structure, C2HClN4O4S at a distorted geometry, computed with the ωB97M-V functional and the def2-TZVPD basis.

```
! wB97M-V def2-TZVPD RIJCOSX def2/J DEFGRID3
* xyz 0 1
C 1.681 -1.349 -0.179
C 2.658 0.673 0.170
N 1.762 -2.385 -0.678
N 3.556 1.326 -0.163
N 1.686 -0.135 0.255
N 0.511 0.310 0.939
O -0.288 -0.512 1.256
O 0.420 1.488 1.115
O -0.747 -0.238 -1.387
O -2.914 0.922 -1.970
S -2.176 -0.329 -1.695
Cl -3.236 -0.470 0.831
H -2.912 0.698 1.506
*
```

HOMO-LUMO gap in eV: 10.146
Maximum force in eV/Å: 6.20
HOMO level in eV: -11.45

In elementary charge units, the Löwdin charges are: C -0.25; C -0.24; N 0.24; N 0.24; N 0.03; N -0.37; O 0.06; O 0.14; O -0.47; O -0.46; S 0.81; Cl 0.33; H -0.07

A molecular structure, C2H4AgClCuO4S at a distorted geometry, computed with the ωB97M-V functional and the def2-TZVPD basis.

```
! wB97M-V def2-TZVPD RIJCOSX def2/J DEFGRID3
* xyz 2 2
Ag 11.883 10.502 -14.222
Cu 12.632 7.916 -13.211
Cl 11.598 8.699 -14.835
C 9.448 8.252 -14.826
C 8.679 9.304 -14.123
O 7.388 8.796 -13.742
S 6.979 7.334 -14.472
O 5.931 7.594 -15.479
O 6.750 6.288 -13.517
O 8.398 7.239 -15.290
H 10.033 7.679 -14.107
H 10.071 8.610 -15.647
H 8.523 10.258 -14.626
H 9.167 9.451 -13.159
*
```

HOMO-LUMO gap (alpha / beta) in eV: 9.426 / 5.048
Maximum force in eV/Å: 10.79
Relative energy (zero: lowest compared OMol25 entry of this formula, charge and spin) in kcal per mole: 130.9
HOMO level (alpha / beta) in eV: -18.45 / -18.41
Expectation value of S²: 0.76

In elementary charge units, the Löwdin charges are: Ag 0.71; Cu 0.48; Cl 0.39; C -0.36; C -0.18; O -0.14; S 0.84; O 0.07; O -0.05; O -0.11; H 0.06; H 0.01; H 0.15; H 0.13

A molecular structure, C27H23F3IrN3O3PS, computed with the ωB97M-V functional and the def2-TZVPD basis.

```
! wB97M-V def2-TZVPD RIJCOSX def2/J DEFGRID3
* xyz 1 1
Ir -0.600 0.468 1.496
N -0.388 2.540 1.782
C -0.073 2.741 3.226
C -0.807 1.730 4.111
O -0.999 1.968 5.270
O -1.180 0.621 3.493
H 0.353 2.928 1.202
H -1.234 3.049 1.540
H -0.330 3.747 3.552
H 0.999 2.596 3.364
O -3.434 0.747 2.217
N -2.629 0.691 1.111
C -3.281 0.751 0.017
C -2.780 0.659 -1.359
C -3.791 0.717 -2.324
C -3.514 0.592 -3.673
C -2.207 0.393 -4.090
C -1.194 0.333 -3.147
C -1.455 0.474 -1.786
P -0.019 0.445 -0.681
C 0.928 -0.984 -1.260
C 2.290 -0.948 -1.530
C 2.957 -2.114 -1.885
C 2.269 -3.312 -1.975
C 0.901 -3.350 -1.729
C 0.234 -2.191 -1.375
C 0.913 1.958 -1.061
C 0.397 2.940 -1.903
C 1.075 4.141 -2.076
C 2.270 4.371 -1.413
C 2.791 3.396 -0.569
C 2.117 2.199 -0.387
H -2.800 0.633 2.973
H -4.358 0.850 0.126
H -4.816 0.855 -2.002
H -4.318 0.642 -4.395
H -1.976 0.281 -5.140
H -0.173 0.171 -3.474
H 2.842 -0.020 -1.472
H 4.019 -2.080 -2.089
H 2.794 -4.218 -2.248
H 0.356 -4.280 -1.820
H -0.836 -2.222 -1.207
H -0.534 2.779 -2.431
H 0.665 4.896 -2.733
H 2.796 5.306 -1.551
H 3.726 3.567 -0.052
H 2.527 1.451 0.280
F 2.920 -4.628 2.714
C 2.672 -3.328 2.516
F 3.446 -2.918 1.497
F 3.062 -2.663 3.609
C 1.217 -3.087 2.211
C 0.316 -4.126 2.100
C -1.019 -3.869 1.789
C -1.405 -2.568 1.567
N -0.524 -1.569 1.656
C 0.759 -1.786 2.005
S 1.575 -0.257 2.118
H 0.652 -5.141 2.263
H -1.740 -4.669 1.721
H -2.421 -2.296 1.310
*
```

HOMO-LUMO gap in eV: 7.835
Maximum force in eV/Å: 0.18
Relative energy (zero: lowest compared OMol25 entry of this formula, charge and spin) in kcal per mole: 0.0
HOMO level in eV: -11.31

In elementary charge units, the Löwdin charges are: Ir 1.06; N -0.08; C -0.11; C -0.61; O 0.12; O -0.24; H 0.08; H 0.12; H 0.13; H 0.12; O 0.00; N -0.19; C -0.05; C -0.18; C -0.02; C -0.04; C -0.04; C -0.08; C -0.30; P 0.93; C -0.36; C -0.07; C -0.06; C -0.06; C -0.06; C -0.10; C -0.35; C -0.07; C -0.06; C -0.06; C -0.06; C -0.14; H 0.07; H 0.15; H 0.12; H 0.12; H 0.12; H 0.12; H 0.10; H 0.12; H 0.11; H 0.11; H 0.11; H 0.10; H 0.11; H 0.11; H 0.12; H 0.06; F 0.16; C -0.60; F 0.14; F 0.15; C -0.09; C 0.04; C -0.02; C -0.09; N -0.16; C -0.62; S 0.74; H 0.13; H 0.12; H 0.13

| no. | M (g mol⁻¹) |
| --- | --- |
| 1 | 171.249 |
| 2 | 607.891 |
| 3 | 212.574 |
| 4 | 330.984 |
| 5 | 749.751 |